Molecular formula: C52H138F3N12O14Sr
Method: DFT, wB97M-V/def2-TZVPD

Last column: Löwdin charge in e.
Atoms and positions in Å:
H  -21.774  -20.022  -23.531  0.08
H  -9.789  -7.805  -27.770  0.13
H  -13.066  -1.360  -20.990  0.12
C  -18.967  -10.154  -32.209  -0.42
C  -15.146  -16.557  -20.013  -0.44
H  -9.379  -10.628  -16.719  0.07
C  -12.892  -2.397  -20.703  -0.20
O  -12.532  -3.159  -21.859  -0.22
C  -12.490  -7.785  -11.760  -0.08
H  -16.034  -3.328  -20.799  0.07
H  -24.219  -5.439  -29.074  0.08
C  -15.364  -16.019  -21.450  -0.22
H  -30.903  -4.898  -21.030  0.06
H  -23.056  2.166  -19.734  0.07
H  -10.216  -10.019  -26.405  0.08
H  -4.707  -11.114  -15.882  0.06
H  -23.284  4.301  -18.963  0.13
C  -24.151  3.662  -18.798  -0.49
H  -12.620  -8.730  -9.375  0.06
H  -19.519  -11.490  -30.611  0.12
H  -29.024  -4.853  -15.290  0.09
H  -28.468  -0.255  -11.489  0.08
H  -25.660  5.084  -22.264  0.08
H  -28.093  -5.647  -21.117  0.13
H  -28.211  -3.170  -23.414  0.07
H  -23.148  -15.161  -24.570  0.07
H  -15.552  -17.569  -20.001  0.13
H  -19.285  -14.598  -32.304  0.09
H  -19.351  -2.488  -31.679  0.08
H  -12.069  -2.296  -19.995  0.13
C  -15.136  -16.371  -23.694  -0.13
H  -22.066  -7.479  -20.934  0.12
H  -5.916  -12.015  -18.531  0.08
F  -20.255  -9.915  -21.266  0.18
H  -16.733  -8.311  -13.878  0.08
H  -30.138  -4.422  -23.182  0.14
H  -20.374  -5.378  -19.565  0.07
H  -13.114  -17.189  -20.260  0.07
H  -20.693  -2.291  -26.867  0.10
O  -25.055  -6.047  -30.839  -0.18
C  -23.091  -15.673  -25.531  -0.06
H  -25.491  4.924  -19.913  0.12
C  -6.164  -11.130  -17.945  -0.09
N  -25.280  -16.660  -25.279  0.02
H  -26.952  -5.662  -32.613  0.15
H  -20.356  -19.080  -23.419  0.08
H  -24.751  -7.173  -29.161  0.09
H  -7.209  -10.580  -16.108  0.12
H  -20.721  -7.752  -19.901  0.11
C  -21.367  -5.722  -19.853  -0.07
C  -21.439  -19.007  -23.321  -0.06
C  -29.529  -4.252  -22.294  -0.40
H  -20.320  -8.859  -31.364  0.07
H  -30.349  -4.125  -14.428  0.09
H  -13.344  -15.901  -19.358  0.07
H  -14.101  -6.722  -10.834  0.13
C  -6.677  -11.427  -16.541  -0.41
H  -22.035  -15.878  -25.704  0.07
O  -19.058  -7.164  -23.566  -0.15
N  -13.236  -7.930  -9.389  0.03
H  -12.601  -8.089  -27.984  0.06
H  -20.774  -0.506  -26.938  0.09
H  -27.268  -0.377  -14.036  0.07
H  -25.924  3.212  -19.790  0.13
H  -25.122  4.732  -17.625  0.07
H  -15.570  -8.672  -10.455  0.12
H  -11.845  -9.285  -26.193  0.07
H  -29.113  -8.769  -22.529  0.09
C  -24.982  -6.138  -29.415  -0.11
C  -10.721  -8.370  -27.803  -0.43
C  -29.409  -1.756  -14.353  -0.22
H  -29.308  -2.065  -22.505  0.08
C  -10.800  -9.099  -26.442  -0.06
H  -16.750  -2.966  -30.305  0.07
H  -24.279  -4.428  -33.566  0.08
C  -29.234  -0.479  -12.232  -0.06
C  -18.573  -1.741  -31.514  -0.05
C  -10.803  -9.302  -29.046  -0.17
H  -15.658  -16.134  -17.890  0.08
C  -14.148  -4.402  -19.693  -0.04
O  -19.042  -1.475  -27.747  -0.22
H  -29.453  0.401  -12.837  0.08
H  -11.162  -8.757  -32.342  0.09
H  -10.826  -10.258  -31.419  0.09
H  -11.584  -10.052  -28.922  0.13
H  -13.956  -4.954  -20.613  0.08
N  -24.803  3.776  -17.554  0.04
H  -12.122  -8.795  -11.940  0.08
H  -16.127  -15.937  -23.828  0.09
H  -14.946  -15.019  -21.569  0.12
O  -15.328  -8.281  -12.517  -0.22
N  -11.846  -7.424  -27.896  0.03
H  -17.035  -11.078  -32.724  0.07
C  -9.722  -11.624  -16.999  -0.09
C  -14.823  -8.687  -11.249  -0.19
C  -19.492  -9.250  -22.086  -0.61
H  -10.553  -11.428  -17.676  0.09
H  -21.842  -4.974  -20.489  0.07
H  -27.473  -3.351  -32.350  0.07
H  -24.682  -6.207  -33.557  0.08
H  -7.024  -13.572  -16.854  0.12
F  -19.223  -10.023  -23.139  0.14
H  -28.659  -4.329  -13.654  0.08
C  -29.264  -4.107  -14.534  -0.12
H  -15.159  -4.709  -19.424  0.08
H  -29.251  -0.857  -14.949  0.13
H  -17.323  -8.617  -12.230  0.09
H  -24.492  4.183  -23.148  0.09
H  -19.274  -10.015  -33.246  0.14
H  -18.458  -13.833  -30.868  0.09
C  -21.129  -7.029  -20.607  -0.32
H  -23.769  -17.538  -26.276  0.13
H  -14.491  -2.379  -19.214  0.14
H  -27.012  -1.908  -14.148  0.06
O  -11.160  -8.571  -30.240  -0.24
C  -19.895  -7.794  -22.607  -0.36
H  -26.442  -4.494  -30.589  0.12
H  -18.939  -0.832  -31.992  0.08
C  -28.705  -2.972  -22.463  -0.07
H  -22.062  -5.913  -19.035  0.07
H  -11.079  -1.802  -22.507  0.09
H  -26.039  3.484  -22.503  0.09
C  -19.628  -11.421  -31.693  -0.25
H  -28.023  -7.709  -23.376  0.08
O  -28.956  -2.875  -15.105  -0.20
H  -16.427  -15.870  -21.639  0.12
H  -18.150  -3.619  -30.043  0.07
H  -21.674  -18.738  -22.292  0.08
H  -28.570  -2.588  -12.619  0.12
H  -7.982  -12.874  -15.616  0.11
H  -19.683  -1.181  -25.850  0.08
H  -23.876  -18.689  -24.040  0.12
H  -11.684  -7.177  -11.347  0.07
C  -20.115  -1.368  -26.833  -0.11
Sr  -15.447  -3.139  -25.488  1.50
C  -25.111  3.906  -20.003  -0.23
H  -18.974  -9.041  -30.429  0.07
N  -26.823  -3.709  -33.035  0.03
C  -14.191  -2.925  -20.109  -0.45
H  -16.902  -9.350  -32.668  0.07
H  -26.134  -2.984  -33.178  0.07
H  -20.166  -13.843  -31.044  0.08
H  -16.940  -10.298  -31.220  0.07
N  -30.354  -4.053  -21.098  0.02
H  -15.785  -14.803  -18.924  0.07
H  -25.643  -16.292  -26.147  0.08
H  -12.853  -7.416  -12.719  0.07
H  -14.428  -15.554  -23.832  0.08
H  -14.434  -9.699  -11.358  0.12
H  -22.965  1.912  -17.987  0.08
C  -28.679  -5.531  -22.029  -0.24
H  -9.663  -8.882  -31.472  0.09
C  -17.405  -10.197  -32.201  -0.06
H  -20.067  -2.551  -29.152  0.13
O  -24.393  3.734  -21.167  -0.16
C  -28.497  -7.878  -22.409  -0.10
N  -15.242  -2.775  -21.094  0.02
H  -13.396  -4.572  -18.923  0.09
H  -10.537  -8.335  -25.710  0.07
H  -5.312  -10.451  -17.933  0.07
O  -29.304  -6.734  -22.312  -0.19
H  -11.114  -3.342  -23.271  0.08
H  -27.862  -5.423  -22.742  0.11
C  -16.552  -8.867  -12.958  -0.09
H  -10.425  -3.275  -21.665  0.10
H  -17.713  -2.051  -32.107  0.07
C  -15.943  -15.882  -18.911  -0.07
H  -29.741  -3.998  -20.297  0.07
N  -19.326  -9.038  -31.376  0.02
C  -23.296  -17.771  -24.141  -0.23
H  -23.272  -17.147  -23.248  0.13
C  -26.142  -4.932  -32.635  -0.47
O  -20.203  -6.774  -21.610  -0.11
C  -28.637  -1.595  -13.062  -0.45
H  -9.867  -9.822  -29.251  0.12
C  -7.628  -12.693  -16.631  -0.20
C  -25.632  -4.802  -31.250  -0.23
O  -14.929  -16.932  -22.422  -0.17
F  -18.309  -9.244  -21.469  0.12
H  -25.854  -5.833  -28.838  0.08
C  -19.244  -13.751  -31.618  -0.09
O  -19.204  -12.548  -32.388  -0.17
H  -25.431  -5.146  -34.681  0.08
C  -19.496  -1.625  -29.086  -0.21
H  -14.860  -17.035  -24.513  0.09
H  -25.874  -17.413  -24.964  0.07
H  -17.006  -15.959  -19.137  0.08
O  -8.725  -12.530  -17.505  -0.18
C  -23.896  -16.995  -25.339  -0.44
H  -16.424  -9.882  -13.337  0.09
H  -30.198  -0.669  -11.760  0.08
H  -30.450  -1.918  -14.071  0.12
H  -24.041  3.790  -16.891  0.08
C  -18.251  -1.693  -29.986  -0.43
H  -6.898  -10.599  -18.551  0.07
C  -25.055  -5.188  -33.659  -0.05
C  -10.712  -9.175  -31.442  -0.09
H  -15.599  -1.858  -20.864  0.07
C  -11.211  -2.863  -22.297  -0.11
H  -27.710  -8.022  -21.668  0.09
H  -20.695  -11.249  -31.835  0.12
H  -23.411  -15.004  -26.330  0.07
N  -17.534  -2.910  -29.671  0.02
H  -12.651  -7.184  -9.042  0.06
C  -13.672  -7.723  -10.810  -0.41
H  -5.018  -12.535  -16.284  0.06
O  -21.947  -18.075  -24.382  -0.20
H  -10.092  -12.024  -16.054  0.08
H  -17.603  -0.849  -29.751  0.13
H  -20.178  -0.862  -29.461  0.13
H  -20.876  -7.964  -23.051  0.15
N  -5.469  -11.772  -15.800  0.01
N  -13.774  -16.779  -19.615  0.03
H  -24.853  -4.042  -31.306  0.12
H  -24.460  1.539  -18.870  0.08
N  -27.271  -1.210  -13.465  0.03
H  -11.743  -7.246  -28.885  0.04
C  -23.617  2.228  -18.801  -0.07
C  -25.171  4.111  -22.297  -0.11
H  -27.980  -2.805  -21.666  0.08

Properties
**Gap between HOMO and LUMO**: 2.399 eV
**Net charge**: +1
**Maximum force**: 3.7 eV/Å

---

Molecular formula: C52H138N6O28
Method: DFT, wB97M-V/def2-TZVPD

Last column: Löwdin charge in e.
Atoms and positions in Å:
C  2.443  2.884  -5.248  -0.23
H  -2.531  -0.243  4.043  0.07
C  0.226  0.461  -1.802  -0.15
C  -3.543  -8.957  3.737  -0.28
H  -4.899  -7.688  6.270  0.11
H  -4.908  -6.158  7.238  0.13
C  2.797  -0.638  2.264  -0.20
H  3.899  -1.071  -1.614  0.12
H  8.688  6.997  -1.395  0.10
N  5.112  6.404  -3.382  -0.01
H  -3.891  -0.210  -4.439  0.10
O  6.592  1.257  0.541  -0.10
C  -1.397  0.791  -5.995  -0.23
C  5.865  5.581  -4.265  -0.26
C  -2.110  -1.475  0.314  -0.19
H  -5.635  0.172  -0.150  0.11
O  5.628  2.603  -1.958  -0.07
C  3.624  -2.117  3.921  -0.13
H  -3.986  10.637  0.566  0.08
H  3.313  5.452  -4.164  0.11
O  6.105  -2.237  -1.272  -0.20
H  -4.172  8.798  2.159  0.13
C  -4.511  -6.657  6.335  -0.23
H  -1.916  -3.318  -2.703  0.09
H  -5.700  -10.484  4.108  0.10
H  -4.645  -11.986  4.194  0.09
H  5.673  6.370  -2.518  0.10
H  7.384  -3.704  -0.930  0.07
H  1.431  1.930  -2.721  0.11
H  -1.153  1.743  3.835  0.12
C  -1.679  -4.363  -2.832  -0.21
C  -3.858  1.822  -2.566  -0.20
O  -2.192  1.595  1.972  -0.08
H  1.567  -5.832  -0.479  0.10
N  -1.937  -7.101  3.358  -0.03
H  -5.994  -5.982  4.990  0.12
O  -3.704  -10.301  3.402  -0.18
O  -0.451  -4.678  4.097  -0.22
O  -3.821  8.740  0.057  -0.21
H  0.842  -5.261  2.588  0.11
H  -1.134  -3.150  1.908  0.09
H  -6.734  -2.633  -0.319  0.10
C  -2.176  -5.209  -1.627  -0.21
C  7.330  6.037  -4.252  -0.19
O  -3.882  -1.800  4.058  -0.16
N  -4.615  -4.358  5.317  -0.02
H  -2.186  -6.857  4.315  0.08
H  0.341  3.486  3.000  0.12
C  2.812  6.569  -2.483  -0.19
H  -0.433  6.734  -3.159  0.10
H  -0.820  -5.035  2.108  0.09
C  3.058  -3.806  -1.507  -0.25
C  8.165  7.193  -2.361  -0.11
C  -0.150  2.813  2.302  -0.21
H  4.041  -3.388  -1.475  0.09
C  0.681  1.921  -1.909  -0.13
H  4.621  -1.455  0.749  0.13
C  2.676  2.245  -6.637  -0.23
H  -4.865  -0.063  -2.478  0.10
O  3.501  1.069  -6.696  -0.07
H  -3.874  2.773  -3.123  0.12
H  3.412  -4.802  0.422  0.13
H  -0.106  4.951  -3.038  0.06
O  -1.476  -1.149  1.577  -0.22
H  -4.356  -1.898  -0.278  -0.01
H  3.404  0.073  2.796  0.12
C  -2.029  4.702  -1.141  -0.21
C  -3.016  -2.507  4.951  -0.22
H  -4.335  -6.191  4.301  0.09
O  -3.079  -6.725  6.366  -0.23
O  -1.799  -0.180  -5.012  -0.08
H  8.102  -2.425  -1.820  0.08
H  -5.913  1.263  -3.206  0.14
H  1.301  4.288  -1.239  0.06
H  1.114  -0.119  -1.512  0.11
H  2.940  3.056  -7.368  0.13
H  -4.471  10.256  -1.126  0.09
H  2.645  7.553  -2.929  0.13
C  -3.204  7.000  1.484  -0.23
H  2.132  2.189  -4.485  0.09
H  1.022  1.930  1.016  0.03
H  1.643  7.920  -0.411  0.10
H  -1.943  0.631  1.984  0.05
O  2.114  -2.934  -2.048  -0.08
H  -0.323  0.761  -6.111  0.11
H  -4.126  2.054  -1.516  0.13
O  -1.389  -4.848  -0.498  -0.09
H  3.047  -4.722  -2.076  0.12
H  -3.277  -5.058  -1.515  0.13
H  -6.002  -0.266  1.958  0.08
H  1.863  5.980  -2.616  0.10
C  2.015  6.889  -0.238  -0.11
C  -4.542  9.979  -0.073  -0.08
H  -6.723  -1.669  -1.789  0.14
H  1.562  -4.639  4.704  0.10
H  -0.173  2.596  -2.009  0.09
O  -1.351  2.630  -4.557  -0.10
C  0.507  -4.884  5.069  -0.14
H  3.876  4.742  -2.763  0.10
O  -4.867  -2.067  -1.023  -0.07
H  2.196  -0.972  0.260  0.11
H  -1.698  2.813  -6.575  0.12
H  -1.465  3.837  -1.405  0.09
H  -2.506  -4.406  5.394  0.09
C  -1.945  2.131  -5.768  -0.22
H  -2.255  -4.706  -3.695  0.12
H  5.758  4.230  -0.688  0.13
H  -2.446  -8.543  1.977  0.14
O  3.124  6.543  -1.051  -0.20
N  -3.290  6.135  0.325  -0.05
C  -6.387  -0.567  0.114  -0.22
H  4.285  -1.305  4.191  0.07
H  2.413  6.809  0.784  0.09
C  -4.937  -5.818  5.142  -0.18
H  -4.144  0.033  4.763  0.10
H  -1.629  5.553  -3.639  0.10
O  -2.581  1.158  -2.622  -0.14
C  2.007  3.564  -0.864  -0.06
H  -1.806  0.400  -6.936  0.13
H  -1.927  -2.382  4.772  0.12
H  5.849  4.495  -4.115  0.11
H  7.261  3.358  -0.924  0.11
H  -2.019  -6.310  -1.868  0.13
H  -0.445  -4.815  -0.718  0.04
C  -0.192  -5.445  2.892  -0.17
H  -1.772  0.234  -4.138  0.03
H  5.946  0.626  0.924  0.06
H  -2.438  -7.001  8.337  0.09
H  4.777  2.347  0.405  0.11
H  0.302  -2.309  1.106  0.10
H  1.247  6.146  -0.332  0.04
H  -0.486  0.335  0.158  0.11
H  -4.433  -8.409  3.364  0.13
H  7.899  5.400  -4.888  0.11
H  -3.202  -4.257  3.799  0.12
C  -0.560  -6.917  3.053  -0.23
H  7.365  7.890  -2.165  0.08
H  1.261  -3.438  -2.265  0.09
O  1.525  4.003  -5.294  -0.08
H  -5.540  9.859  0.241  0.07
C  2.994  -0.387  0.780  -0.21
H  6.177  -0.606  -2.530  0.13
H  2.768  3.303  -1.592  0.08
C  5.859  2.478  0.470  -0.24
N  -0.836  0.225  -0.808  -0.03
H  -3.047  2.015  -5.705  0.12
H  -0.133  0.193  -2.784  0.11
H  8.877  7.664  -2.990  0.07
H  -0.504  -7.447  2.102  0.12
H  0.472  -5.865  5.512  0.07
O  7.858  5.903  -2.910  -0.20
H  1.751  -0.489  2.514  0.10
H  -0.447  3.444  1.476  0.08
H  -2.150  1.178  -1.715  0.09
H  -1.535  -9.219  3.319  0.11
H  -1.737  2.179  -3.784  0.03
C  5.980  -0.817  -1.477  -0.21
C  -2.378  4.997  0.324  -0.19
H  7.912  -2.264  -0.063  0.10
C  3.788  5.735  -3.221  -0.21
O  -1.361  5.815  -1.631  -0.19
H  -5.206  7.878  1.211  0.11
C  7.448  -2.644  -0.993  -0.09
C  -0.832  5.743  -2.897  -0.12
H  4.193  -3.072  4.036  0.10
H  -3.595  -8.707  4.828  0.10
H  3.368  3.268  -4.844  0.09
H  6.221  2.026  -2.405  0.07
H  2.378  -3.354  0.466  0.10
C  -3.281  -3.963  4.833  -0.22
O  -6.077  -1.069  1.420  -0.07
H  7.316  7.062  -4.520  0.10
C  -2.596  -7.582  7.407  -0.10
H  -2.421  -2.502  0.312  0.12
H  -1.993  3.089  3.255  0.09
C  2.663  -4.219  -0.130  -0.21
C  -3.584  -0.440  3.950  -0.12
H  0.307  -4.229  5.959  0.10
H  -2.206  7.409  1.687  0.12
H  2.381  3.823  0.169  0.13
H  -3.416  6.381  2.381  0.13
H  0.195  -7.411  3.674  0.12
H  -1.599  -7.893  7.092  0.08
H  -3.071  -2.247  6.011  0.13
O  -0.276  -4.526  -3.076  -0.07
O  0.702  1.712  1.918  -0.08
C  4.613  -0.418  -1.085  -0.19
O  3.245  -1.946  2.605  -0.21
H  -1.412  5.131  0.871  0.11
H  4.470  0.595  -1.413  0.10
H  6.752  -0.280  -0.924  0.10
C  -0.556  -2.198  1.833  -0.06
C  -1.429  2.271  2.928  -0.26
H  4.425  1.301  -6.873  0.09
H  -2.965  -0.775  0.273  0.13
C  -6.258  -1.798  -0.768  -0.21
O  1.437  -4.980  -0.026  -0.10
C  -4.167  8.097  1.305  -0.24
C  -4.874  0.843  -3.110  -0.24
H  2.749  -2.032  4.614  0.10
C  -2.297  -8.506  3.087  -0.20
H  -3.156  -8.519  7.629  0.09
N  4.344  -0.543  0.344  -0.04
H  -7.355  -0.126  0.054  0.11
C  6.204  3.211  -0.813  -0.23
H  -3.895  -0.008  2.982  0.08
H  5.605  5.827  -5.283  0.12
H  2.771  0.638  0.702  0.08
H  -0.223  -1.884  2.838  0.10
O  -4.568  0.525  -4.455  -0.08
H  -2.858  4.105  0.790  0.12
C  -4.646  -10.881  4.278  -0.11
H  -4.277  -10.512  5.277  0.09
C  -1.251  -1.180  -0.838  -0.20
H  6.093  3.140  1.312  0.12
H  -2.969  4.589  -1.685  0.12
H  -5.295  -3.837  4.804  0.09
H  -0.245  -5.138  -3.827  0.10
H  -0.369  -1.797  -0.948  0.11
O  1.370  2.310  -0.667  -0.25
H  -1.835  -1.462  -1.753  0.13
H  0.654  3.571  -5.161  0.06
H  -3.074  6.687  -0.507  0.10
H  1.691  1.892  -6.988  0.10

Properties
**Gap between HOMO and LUMO**: 8.731 eV
**Maximum force**: 3.0 eV/Å

---

Calculated total energy for every record listed, in sequence, given in Eh: -4103.905067 -4498.832392.
Relative energy (zero: lowest compared OMol25 entry of this formula, charge and spin) for every record listed, in sequence, given in kcal per mole: 354.8 0.0.